{
  "formula": "C14H17CuN3O6",
  "method": "ωB97M-V/def2-TZVPD",
  "symbols": ["Cu", "O", "C", "O", "O", "H", "O", "C", "O", "O", "H", "N", "C", "C", "C", "C", "H", "H", "H", "H", "H", "N", "C", "C", "C", "C", "H", "H", "H", "H", "H", "N", "C", "C", "C", "C", "H", "H", "H", "H", "H"],
  "coordinates": [[2.98, 2.94, 1.70], [0.14, -0.34, 1.30], [1.36, 0.05, 1.10], [1.69, 1.18, 1.44], [2.17, -0.73, 0.70], [-0.10, 0.35, 1.92], [3.89, 0.88, 4.83], [4.48, 0.44, 3.74], [4.97, -0.66, 3.76], [4.35, 1.07, 2.67], [3.32, 1.59, 4.51], [-1.42, 3.08, 1.61], [-1.69, 2.65, 0.37], [-2.61, 1.58, 0.50], [-2.62, 1.26, 1.85], [-1.84, 2.10, 2.54], [-0.72, 3.78, 1.81], [-1.24, 3.08, -0.51], [-3.07, 1.15, -0.37], [-3.21, 0.50, 2.35], [-1.68, 2.04, 3.61], [1.19, 0.48, -2.62], [1.99, -0.32, -3.33], [1.54, -0.28, -4.73], [0.37, 0.47, -4.76], [0.26, 1.04, -3.48], [1.24, 0.77, -1.65], [2.80, -0.88, -2.90], [2.00, -0.78, -5.57], [-0.21, 0.81, -5.60], [-0.50, 1.62, -2.99], [-1.25, -3.68, -1.06], [-2.27, -4.22, -0.28], [-2.93, -3.20, 0.41], [-2.30, -2.02, -0.04], [-1.21, -2.36, -0.86], [-0.62, -4.16, -1.69], [-2.33, -5.29, -0.31], [-3.79, -3.24, 1.06], [-2.57, -1.04, 0.34], [-0.57, -1.68, -1.40]],
  "charge": 0,
  "homo_energy_ev": [-7.237, -7.236],
  "lumo_energy_ev": [-2.68, -4.44],
  "homo_lumo_gap_ha": [0.168, 0.103],
  "multiplicity": 2,
  "s_squared": 0.76,
  "e_tot_ev": -76182.94090,
  "mol_weight_g_mol": 386.9,
  "fmax_ev_per_a": 7.05
}